C24H43CeN2P3SSe | ωB97M-V/def2-TZVPD

```
75
Properties=species:S:1:pos:R:3:mulliken_spin:R:1
C 0.05817 3.26459 2.59694 0.000
P 1.36620 -3.22117 -0.41250 0.004
H 0.03385 1.37010 0.39449 0.007
H 1.07315 2.90138 -2.23409 0.004
C 1.85545 1.45943 -3.66117 0.201
C 1.98494 2.45885 3.92277 0.000
H -0.46852 -4.66808 0.31864 0.000
H -3.50362 -2.42705 -0.11144 0.000
H -0.80080 5.09928 3.37647 0.000
H 2.68554 3.66272 5.54918 0.000
N 2.44829 -0.87175 2.03505 -0.001
H 1.91065 4.54428 -6.16069 0.000
H -1.36961 4.52321 -1.37550 0.000
N 1.25672 1.10954 2.18055 0.000
H -3.42232 2.48798 -0.08655 0.000
H -0.59230 0.40406 4.06532 0.000
H -3.46849 -2.85373 -1.84004 0.000
H 3.45873 -3.35491 0.85635 0.000
H -2.22007 -3.25639 1.73587 0.000
H -0.44388 -4.50206 -1.46539 0.000
P -1.08891 -1.13742 2.23157 -0.001
H 2.86853 -4.36227 -1.98370 0.000
H 1.52027 -3.53077 -2.84043 0.000
C -2.72348 3.32818 -0.16885 0.000
H -0.67190 -3.51054 2.59587 0.000
H -2.23332 -1.62259 -3.65985 0.001
C -1.30886 -1.62891 -3.06974 0.021
C 1.43756 2.75895 -3.25812 0.032
H 1.86942 -1.64594 2.38499 0.000
C 2.31407 1.31487 -4.99315 0.064
H 0.71955 -5.58991 -0.65287 0.000
Ce 0.86770 -0.16564 0.00422 0.053
C 0.89953 4.49842 4.53427 0.000
H -0.59193 3.18235 1.72293 0.001
C 2.17668 0.34254 2.73523 -0.001
S 3.11101 1.05929 4.00510 0.000
H 2.87822 -2.56436 -2.21006 0.001
C 2.24959 -3.45040 -2.01803 0.000
C -2.07171 3.67749 -1.31191 -0.001
C 1.06139 2.32347 2.87847 -0.001
H -3.41543 -0.08084 -2.58225 0.000
H -3.22913 -0.47857 3.16741 0.000
H 2.16235 -4.31657 1.63582 0.000
P -1.70620 -1.25165 -1.31546 0.000
C -2.76264 -0.38184 2.17526 0.000
H 2.99456 -4.94116 0.16094 0.000
C 2.34554 2.39237 -5.88799 0.007
H 2.69709 2.24296 -6.91427 0.004
C 1.91267 3.67453 -5.47520 0.194
C -0.68815 -0.68387 3.96874 0.001
H 0.84112 5.34089 5.22770 0.000
C 0.17655 -4.63599 -0.56924 0.000
C -2.96657 0.05950 -1.58790 0.003
H -0.82306 -2.60842 -3.14953 0.004
H -0.60894 -0.86671 -3.45153 -0.015
C -2.84243 -2.65921 -0.95687 0.000
H -2.15450 3.14314 -2.26298 0.001
H -2.51674 1.05912 -1.53303 -0.001
H -2.67418 0.68291 1.92215 0.000
Se 1.77796 -0.09824 -2.56537 0.401
H -2.27536 -3.56939 -0.72316 0.000
C -1.57281 -2.88325 2.53952 0.001
H -3.75484 -0.01688 -0.83028 0.000
C 1.94930 3.58137 4.74939 0.000
C 1.46647 3.84414 -4.14610 0.016
H -2.50511 3.77348 0.81016 0.000
H -2.11487 -2.94239 3.49628 0.000
C -0.02130 4.34608 3.47947 0.000
C 2.61422 -4.03883 0.67532 -0.003
H 3.41959 -1.20258 2.10203 0.001
H 2.67701 0.33990 -5.32525 -0.003
H -1.51840 -1.02847 4.60272 0.000
H 0.24339 -1.15923 4.30523 0.000
H 1.14988 4.83146 -3.78798 0.003
H -3.40256 -0.87486 1.43605 0.000
```

## Properties
Multiplicity: 2
Total charge: +3
Highest occupied orbital energy (spin up / spin down): -16.522 / -16.522 eV



C24H43FN3O8P2S2SiV | ωB97M-V/def2-TZVPD

```
85
Properties=species:S:1:pos:R:3:mulliken_spin:R:1
H 1.91484 4.46310 -2.06819 0.000
H -4.34666 -1.73377 -0.47527 0.003
H 0.99163 -4.79011 0.56433 0.005
H -2.27800 1.53008 -0.88413 0.029
H 0.92837 -1.36953 4.21716 0.001
H -3.67591 2.28066 -1.67943 -0.001
H 1.76832 -3.31873 3.61460 0.000
H 3.07993 3.71451 -4.14942 0.000
H 3.68036 4.50830 -1.85828 0.000
H 0.70128 -3.42960 -0.52947 -0.029
O 0.56133 -2.63045 -2.84954 -0.003
P 0.90741 -1.03644 -2.62465 0.124
H 0.40173 -5.13483 -2.98948 0.000
O -4.27267 1.22340 2.47615 -0.001
C 2.49784 0.16815 -0.22052 0.049
C 2.68771 2.96002 -0.75738 -0.001
H 1.82686 -2.87030 -4.45564 0.000
O 2.47988 -1.00874 0.12887 0.018
H 2.40349 3.72025 2.66096 0.000
C 3.94496 2.11816 -0.62306 -0.001
H 0.05497 2.64128 5.43066 0.000
C -5.24179 -1.62130 0.13399 -0.006
H -2.29703 -0.13334 -5.10789 0.000
H -2.36664 -3.04886 2.46441 0.001
C -0.40970 2.12929 3.38995 0.001
H 0.75032 -4.72349 3.30603 0.001
C 1.38439 2.14668 -0.86100 0.115
H -2.14418 -3.24710 0.72780 0.002
C -2.22176 0.39951 -4.15716 0.003
H -2.95533 3.04085 -0.23724 0.001
O 0.37218 2.69600 -1.26661 0.002
C 2.67317 3.07966 1.82044 0.001
H 2.13851 -4.80264 -2.99699 0.000
C 0.74142 -3.63642 3.41644 0.000
C -1.72681 -3.50052 1.70132 -0.003
H -5.47714 -2.57699 0.61074 0.000
H 3.87872 2.42162 -3.23978 0.000
H -6.07665 -1.33307 -0.51229 0.000
C -0.39738 1.14073 2.43728 0.027
H -2.61573 -0.22612 -3.35892 0.000
V 0.07930 -0.70007 -0.41031 1.887
C 2.81730 3.85403 -2.00202 0.000
O -4.13257 1.35903 0.06856 0.002
H -0.78864 3.10830 3.12207 0.000
H 2.11732 -3.42384 0.51738 0.002
O 0.02766 -0.45288 -3.90701 -0.008
C 1.06505 -3.70361 0.46355 0.058
S -1.85069 -1.14915 -0.98275 -0.242
C 0.05738 1.86756 4.67354 0.001
H 4.54338 0.18570 -0.36246 0.000
F -0.84833 1.47162 1.20543 0.023
O -5.07356 -0.63661 1.14549 0.001
C 0.53639 -0.39388 3.97539 0.002
H 1.57528 4.33280 0.44676 0.000
H 3.32455 4.61877 0.46241 0.000
H 0.12835 -3.39944 4.28902 -0.001
N 0.03541 -1.12219 1.67800 -0.014
H 1.35566 -5.42336 -4.46904 0.000
N 3.74321 0.79904 -0.38382 0.003
C 0.53563 0.59310 4.94406 -0.001
H 2.00954 2.21554 1.84266 0.003
C 0.06104 -0.18482 2.65394 0.049
N 1.37787 0.86709 -0.41630 -0.130
H -3.22561 1.26538 4.25909 0.000
P -3.69875 0.29337 1.21261 0.007
C 0.94256 -3.33889 -4.01408 -0.001
C -3.19754 2.08961 -0.71776 0.015
S 2.79264 -0.77092 -3.21597 -0.007
C 1.23052 -4.77333 -3.60001 0.000
H 0.92310 0.36588 5.93204 0.000
H 0.12237 -3.29447 -4.74011 0.000
H -1.75677 -4.58774 1.82488 0.000
C -0.76539 0.72377 -3.85790 0.009
H 2.13620 2.38960 -3.45072 0.000
H -0.37371 1.40890 -4.62007 0.001
H 3.69653 2.73047 1.97007 0.000
C 2.98856 3.04861 -3.28829 0.000
H -0.68905 1.19482 -2.87389 0.003
C 2.55151 3.84666 0.50396 -0.001
H -2.79923 1.32604 -4.20951 0.000
H -4.98157 0.98190 4.37077 0.000
Si 0.05567 -2.83224 1.81213 0.002
C -4.07867 0.76114 3.79450 -0.001
O 5.06638 2.59756 -0.68023 0.000
H -3.90253 -0.31875 3.83514 0.000
```

## Properties
Multiplicity: 3
Total charge: -2
Highest occupied orbital energy (spin up / spin down): -1.672 / -1.787 eV